Formula: C7H7NP
Source: the OMol25 dataset
Level of theory: the ωB97M-V functional and the def2-TZVPD basis

Last column: Löwdin charge in e.
Element x y z (Å)
C (-3.23, 0.95, 0.02)  0.1123
C (-2.41, -0.06, -0.42)  -0.0973
C (-0.98, 0.02, -0.27)  -0.1819
C (-0.11, 1.11, -0.35)  0.1531
C (1.10, 1.32, -0.10)  0.0258
N (1.92, 0.17, 0.04)  -0.3590
P (3.58, 0.34, -0.43)  0.9889
C (1.21, -0.92, 0.33)  -0.0788
C (-0.15, -1.03, 0.16)  0.0252
H (-4.26, 0.83, -0.13)  0.0630
H (-2.77, 1.94, 0.21)  0.0922
H (-2.95, -1.07, -0.54)  0.1514
H (3.78, -0.84, 0.28)  -0.0717
H (3.96, 1.08, 0.58)  -0.1121
H (1.85, -1.80, 0.44)  0.1411
H (-0.55, -2.05, 0.19)  0.1477

Results
Gap between HOMO and LUMO, eV: 8.00
SMILES: C=CC1=C=C=[N+](P)C=C1
M, g/mol: 136.1
E_tot, Ha: -666.5810
F_max, eV/Å: 4.35
ΔE to the lowest compared entry with this formula, charge and spin, eV: 0.723
Net charge: +1

Formula: C2H7NO2S
Source: the OMol25 dataset
Level of theory: the ωB97M-V functional and the def2-TZVPD basis

Last column: Löwdin charge in e.
Element x y z (Å)
C (0.71, -0.81, -0.56)  -0.0661
C (1.06, 0.42, 0.34)  -0.4551
N (-2.11, 0.49, 0.81)  -0.2103
O (-0.51, 2.34, 1.27)  -0.5163
O (1.20, 1.54, -0.34)  -0.0441
S (-0.58, 0.95, 1.54)  0.8804
H (1.46, -1.04, -1.22)  0.0493
H (-0.21, -0.75, -1.05)  0.0422
H (0.49, -1.63, 0.08)  0.0583
H (1.98, 0.14, 0.96)  0.1341
H (-2.00, 0.92, -0.14)  0.0483
H (-2.16, -0.55, 0.56)  0.0630
H (0.72, 2.23, 0.07)  0.0161

Results
Gap between HOMO and LUMO, eV: 9.77
M, g/mol: 109.1
E_tot, Ha: -683.7499
F_max, eV/Å: 5.06
ΔE to the lowest compared entry with this formula, charge and spin, eV: 2.610

Formula: C57H55F2N9
Source: the OMol25 dataset
Level of theory: the ωB97M-V functional and the def2-TZVPD basis

Last column: Löwdin charge in e.
Element x y z (Å)
F (-29.02, -20.23, -0.46)  0.0889
C (-27.82, -19.96, -0.01)  -0.3519
C (-27.51, -18.67, 0.25)  -0.0307
C (-26.24, -18.38, 0.75)  -0.0909
C (-25.31, -19.38, 0.87)  -0.1263
C (-25.64, -20.67, 0.61)  -0.0906
C (-26.91, -20.98, 0.15)  -0.0046
H (-28.26, -17.89, 0.22)  0.1257
H (-26.01, -17.33, 0.86)  0.1101
H (-24.32, -19.14, 1.25)  0.0969
H (-24.92, -21.45, 0.80)  0.0871
H (-27.17, -22.01, -0.06)  0.1198
F (-21.27, -18.46, 6.88)  0.1006
C (-20.55, -18.11, 7.88)  -0.3672
C (-19.77, -19.04, 8.51)  -0.0008
C (-19.06, -18.65, 9.63)  -0.0902
C (-19.07, -17.35, 10.03)  -0.1056
C (-19.82, -16.42, 9.33)  -0.0808
C (-20.58, -16.80, 8.24)  -0.0172
H (-19.73, -20.07, 8.15)  0.0918
H (-18.46, -19.37, 10.17)  0.1081
H (-18.54, -17.03, 10.92)  0.1027
H (-19.79, -15.37, 9.60)  0.1075
H (-21.20, -16.09, 7.70)  0.1260
C (-23.61, -25.38, 1.09)  -0.0896
C (-24.13, -24.69, 0.02)  -0.0673
C (-25.13, -25.31, -0.73)  -0.1573
N (-25.66, -26.47, -0.43)  0.0553
C (-25.19, -27.10, 0.63)  -0.1624
C (-24.14, -26.62, 1.40)  -0.0720
H (-22.85, -24.93, 1.73)  0.0889
H (-23.70, -23.75, -0.31)  0.0985
H (-25.55, -24.80, -1.60)  0.1062
H (-25.67, -28.04, 0.88)  0.1070
H (-23.73, -27.19, 2.22)  0.0935
C (-23.12, -25.19, 4.87)  -0.0905
C (-23.45, -26.43, 5.39)  -0.0916
C (-24.79, -26.74, 5.61)  -0.1614
N (-25.79, -25.94, 5.25)  0.0793
C (-25.45, -24.80, 4.70)  -0.1531
C (-24.15, -24.37, 4.50)  -0.0842
H (-22.09, -24.91, 4.72)  0.0989
H (-22.68, -27.11, 5.74)  0.1006
H (-25.08, -27.70, 6.02)  0.1086
H (-26.28, -24.21, 4.31)  0.1011
H (-23.94, -23.42, 4.01)  0.0972
C (-18.97, -24.07, 10.21)  -0.0814
C (-20.21, -23.79, 9.67)  -0.0556
C (-20.30, -22.89, 8.62)  -0.1496
N (-19.23, -22.44, 7.99)  0.0450
C (-18.04, -22.72, 8.50)  -0.1506
C (-17.86, -23.51, 9.63)  -0.0754
H (-18.86, -24.68, 11.10)  0.1090
H (-21.10, -24.24, 10.11)  0.0916
H (-21.24, -22.54, 8.22)  0.0907
H (-17.17, -22.30, 8.00)  0.1108
H (-16.86, -23.70, 10.00)  0.1048
C (-21.42, -17.87, -0.48)  -0.0685
C (-20.30, -18.66, -0.38)  -0.0871
C (-20.36, -19.96, -0.84)  -0.1697
N (-21.43, -20.49, -1.42)  0.0566
C (-22.49, -19.71, -1.54)  -0.1580
C (-22.55, -18.40, -1.08)  -0.0763
H (-21.41, -16.86, -0.09)  0.1120
H (-19.39, -18.29, 0.06)  0.0735
H (-19.49, -20.61, -0.74)  0.1080
H (-23.37, -20.18, -1.98)  0.1058
H (-23.47, -17.86, -1.23)  0.1007
C (-24.02, -24.67, 9.21)  -0.0544
C (-23.88, -23.64, 10.13)  -0.0849
C (-23.80, -22.34, 9.64)  -0.1526
N (-23.86, -22.03, 8.35)  0.0668
C (-23.99, -22.99, 7.51)  -0.1966
C (-24.04, -24.33, 7.85)  -0.0327
H (-24.08, -25.70, 9.54)  0.1092
H (-23.71, -23.84, 11.18)  0.1041
H (-23.60, -21.52, 10.33)  0.1099
H (-23.95, -22.73, 6.45)  0.0753
H (-24.07, -25.09, 7.08)  0.0553
C (-20.05, -27.70, 4.70)  -0.0984
C (-20.27, -27.14, 3.45)  -0.0714
C (-19.83, -25.85, 3.22)  -0.1588
N (-19.27, -25.10, 4.15)  0.0493
C (-19.13, -25.60, 5.35)  -0.1513
C (-19.47, -26.92, 5.68)  -0.0640
H (-20.29, -28.74, 4.85)  0.1104
H (-20.83, -27.72, 2.72)  0.1044
H (-19.94, -25.32, 2.27)  0.1090
H (-18.70, -24.96, 6.12)  0.0995
H (-19.34, -27.27, 6.70)  0.1068
C (-27.24, -21.28, 4.26)  -0.0577
C (-27.57, -20.08, 3.63)  -0.0574
C (-26.99, -18.90, 4.07)  -0.1863
N (-26.18, -18.83, 5.08)  0.0637
C (-25.83, -19.99, 5.67)  -0.1602
C (-26.29, -21.24, 5.27)  -0.0792
H (-27.64, -22.25, 3.96)  0.1016
H (-28.25, -20.04, 2.78)  0.0960
H (-27.25, -18.00, 3.53)  0.1041
H (-25.11, -19.91, 6.49)  0.1015
H (-25.95, -22.11, 5.80)  0.0746
C (-19.36, -18.73, 4.33)  -0.0596
C (-18.38, -17.88, 4.82)  -0.0548
C (-17.33, -17.60, 3.98)  -0.1633
N (-17.26, -17.97, 2.72)  0.0559
C (-18.21, -18.75, 2.24)  -0.1688
C (-19.28, -19.16, 3.01)  -0.0548
H (-20.21, -19.04, 4.93)  0.0775
H (-18.43, -17.58, 5.86)  0.0991
H (-16.48, -17.00, 4.31)  0.1030
H (-18.10, -19.07, 1.21)  0.0885
H (-20.11, -19.76, 2.64)  0.0914
C (-21.36, -21.77, 4.76)  -0.0865
C (-22.41, -20.89, 4.90)  -0.0683
C (-23.18, -20.66, 3.76)  -0.1515
N (-22.97, -21.22, 2.61)  0.0764
C (-21.91, -21.98, 2.47)  -0.1720
C (-21.09, -22.33, 3.53)  -0.0806
H (-20.77, -22.01, 5.64)  0.1027
H (-22.55, -20.27, 5.77)  0.0962
H (-24.06, -20.03, 3.80)  0.0918
H (-21.67, -22.33, 1.47)  0.1062
H (-20.20, -22.95, 3.47)  0.0853

Results
Gap between HOMO and LUMO, eV: 9.43
SMILES: Fc1ccccc1.Fc1ccccc1.c1ccncc1.c1ccncc1.c1ccncc1.c1ccncc1.c1ccncc1.c1ccncc1.c1ccncc1.c1ccncc1.c1ccncc1
M, g/mol: 904.1
E_tot, Ha: -2897.5033
F_max, eV/Å: 3.47

Formula: C31H26BrIN6O4V
Source: the OMol25 dataset
Level of theory: the ωB97M-V functional and the def2-TZVPD basis

Last column: Löwdin charge in e.
Element x y z (Å)
V (-0.31, -0.03, -0.15)  0.9232
Br (-7.08, 0.63, 2.82)  0.7105
C (-5.24, 0.43, 2.40)  -0.6931
C (-4.29, 0.42, 3.43)  -0.1115
C (-2.96, 0.27, 3.14)  0.0069
C (-2.49, 0.16, 1.80)  -0.3088
O (-1.23, 0.10, 1.57)  -0.1090
C (-3.49, 0.14, 0.76)  -0.1178
C (-3.18, -0.03, -0.62)  -0.0256
N (-2.01, -0.31, -1.12)  0.0085
C (-1.85, -0.52, -2.49)  -0.1825
C (-2.85, -0.78, -3.41)  0.0058
C (-2.55, -0.97, -4.76)  -0.0562
C (-1.26, -0.94, -5.22)  -0.0216
C (-0.21, -0.72, -4.31)  -0.1803
C (1.15, -0.69, -4.69)  0.0050
C (2.11, -0.49, -3.73)  -0.0259
C (1.72, -0.31, -2.40)  -0.0952
N (0.46, -0.30, -2.01)  0.0173
C (-0.51, -0.51, -2.94)  -0.1997
C (-4.85, 0.29, 1.10)  -0.0910
H (-4.62, 0.52, 4.46)  0.1034
H (-2.23, 0.23, 3.93)  0.1193
H (-4.02, 0.08, -1.29)  0.1302
H (-3.88, -0.85, -3.09)  0.1089
H (-3.36, -1.15, -5.46)  0.1097
H (-1.03, -1.08, -6.26)  0.1184
H (1.41, -0.80, -5.73)  0.1258
H (3.16, -0.46, -3.98)  0.1123
H (2.47, -0.17, -1.63)  0.1216
H (-5.59, 0.26, 0.31)  0.1093
C (-1.11, -4.15, 0.81)  -0.0104
C (-0.07, -3.49, 1.68)  -0.2505
N (0.33, -4.10, 2.77)  0.1219
C (1.26, -3.51, 3.53)  -0.0986
C (1.78, -2.26, 3.29)  -0.1461
C (2.86, -1.70, 4.18)  -0.2051
O (4.06, -1.40, 3.48)  -0.0646
C (1.32, -1.55, 2.15)  -0.0600
C (1.83, -0.25, 1.84)  -0.0127
N (1.54, 0.48, 0.78)  0.0567
C (2.40, 1.49, 0.41)  -0.1788
C (3.74, 1.55, 0.82)  -0.0203
C (4.64, 2.40, 0.23)  -0.0544
C (4.25, 3.27, -0.84)  -0.0796
C (2.96, 3.33, -1.23)  -0.0300
C (1.90, 2.49, -0.61)  -0.2783
I (-0.29, 2.95, -3.56)  -0.1865
C (0.43, -2.23, 1.28)  -0.2395
O (0.06, -1.69, 0.16)  -0.1568
H (-1.38, -5.11, 1.24)  0.0795
H (-0.72, -4.28, -0.20)  0.0863
H (-2.00, -3.52, 0.75)  0.0834
H (1.60, -4.09, 4.39)  0.1122
H (3.05, -2.41, 4.99)  0.1175
H (2.54, -0.76, 4.64)  0.1272
H (4.35, -2.19, 3.01)  0.0987
H (2.55, 0.15, 2.55)  0.1136
H (4.10, 0.88, 1.58)  0.1037
H (5.67, 2.39, 0.55)  0.1050
H (4.99, 3.87, -1.34)  0.1065
H (2.64, 3.99, -2.03)  0.0957
N (0.87, 3.38, -0.03)  0.1462
C (-0.42, 3.01, -0.11)  -0.6072
N (-1.37, 3.94, 0.15)  0.2085
O (-0.75, 1.83, -0.34)  -0.1250
H (1.10, 4.36, 0.04)  0.1503
H (1.37, 1.97, -1.42)  0.0425
H (-1.15, 4.91, 0.02)  0.1118
H (-2.31, 3.65, -0.04)  0.1192

Results
Gap between HOMO and LUMO (alpha / beta), eV: 5.88 / 5.24
Spin multiplicity: 4
M, g/mol: 804.3
E_tot, Ha: -5642.2757
F_max, eV/Å: 4.27
⟨S²⟩: 3.849